18
Properties=species:S:1:pos:R:3:nbo_charge:R:1 method="wB97M-V/def2-TZVPD" de_lowest_kj_mol=80.8 smiles=C[C@@H](N)CCN e_tot_ev=-7322.1918 total_charge=0
H -0.9558 1.3205 -1.5892 0.188
H 0.5782 2.9558 -1.8794 0.365
N 0.9649 2.1207 -1.4473 -0.862
H 0.9112 -0.8428 2.5253 0.218
H 0.8694 -1.1379 -0.2640 0.176
H 0.7365 1.1511 0.8269 0.223
H 0.8801 -2.3892 1.6922 0.215
C 0.3251 -1.4605 1.8598 -0.632
H -0.6128 -1.6736 2.3640 0.206
H 0.2724 0.1886 -1.7647 0.183
H -1.0323 0.8707 0.7449 0.189
C 0.0072 1.0659 -1.1486 -0.229
H -1.5396 -2.2212 0.5717 0.356
C 0.0838 -0.9300 0.4644 -0.038
H 1.7800 1.8313 -1.9634 0.364
N -1.2291 -1.4811 -0.0489 -0.853
C -0.0643 0.6153 0.3083 -0.423
H -1.9114 -0.7354 -0.1102 0.355